{
  "formula": "C6H28O8",
  "method": "ωB97M-V with the def2-TZVPD basis set",
  "charge": -1,
  "e_homo_ha": [0.01047, -0.27017],
  "gap_ev": [2.098, 9.601],
  "relative_energy_kcal_mol": 7.6,
  "fmax_ha_per_bohr": 0.054,
  "multiplicity": 2,
  "lumo_energy_ev": [2.38, 2.25],
  "elements": ["O", "H", "H", "O", "H", "H", "O", "H", "H", "O", "H", "H", "O", "H", "H", "O", "H", "H", "C", "C", "C", "O", "H", "H", "H", "H", "H", "H", "H", "H", "C", "C", "C", "O", "H", "H", "H", "H", "H", "H", "H", "H"],
  "xyz": [[-0.341493, -3.707335, 6.108945], [0.466226, -4.188102, 5.928142], [-0.284651, -2.926783, 5.557818], [-2.826649, -4.394610, 5.269552], [-3.115352, -3.524218, 5.543971], [-1.945720, -4.481179, 5.633834], [-2.026171, -0.284277, 12.158940], [-1.582165, -1.067490, 12.484003], [-2.214389, 0.228539, 12.944954], [-5.133835, -5.283746, 7.254584], [-5.067047, -4.719539, 8.024934], [-4.254898, -5.647027, 7.146258], [-0.125743, -9.600888, 11.545054], [-0.717671, -10.353064, 11.536020], [0.001012, -9.384134, 10.621379], [1.647254, -6.514791, 9.669512], [0.838185, -6.706158, 9.195145], [1.472542, -6.799367, 10.566566], [0.426883, -0.306685, 7.289909], [0.227398, -0.821929, 8.748241], [0.867765, -2.188238, 8.971520], [0.732665, 0.084611, 9.652569], [1.428366, 0.104338, 7.162706], [-0.276109, 0.499300, 7.079467], [0.241179, -1.052821, 6.517322], [-0.853813, -0.840041, 8.885205], [0.023701, -2.802168, 9.285738], [1.572388, -2.142751, 9.801906], [1.204794, -2.598163, 8.019437], [0.332731, -0.183778, 10.483006], [-2.825803, -3.685436, 10.079727], [-1.888449, -4.788354, 9.564155], [-2.028213, -6.132392, 10.415961], [-2.231907, -5.050584, 8.239998], [-2.547061, -2.767665, 9.561933], [-2.707037, -3.471623, 11.141934], [-3.895874, -3.847278, 9.949896], [-0.818478, -4.584932, 9.520711], [-1.431731, -6.904193, 9.929519], [-3.004045, -6.579166, 10.606329], [-1.589392, -5.880262, 11.381344], [-1.509264, -4.738204, 7.690631]],
  "forces_ev_per_angstrom": [[-0.646, -0.362, 1.019], [0.903, -0.563, -0.183], [0.031, 0.686, -0.614], [-0.856, -0.429, -0.490], [-0.077, 0.169, 0.154], [0.600, 0.182, -0.011], [0.004, 0.081, -0.277], [0.100, -0.322, 0.058], [-0.051, 0.188, 0.186], [-0.783, -0.135, -0.006], [0.198, 0.077, 0.107], [0.549, 0.159, -0.116], [0.122, 0.074, 0.293], [-0.175, -0.177, 0.013], [0.074, 0.130, -0.326], [0.401, 0.070, -0.023], [-0.326, 0.023, -0.361], [-0.070, -0.070, 0.364], [-0.129, 0.403, 0.758], [-0.186, -0.454, -2.487], [-1.455, -0.104, -0.147], [0.519, 1.517, 1.018], [0.146, -0.164, -0.001], [-0.027, 0.196, 0.128], [0.138, -0.234, 0.317], [-0.247, -0.434, 0.046], [0.333, -0.506, 0.098], [0.318, -0.124, -0.421], [0.514, -0.174, 0.418], [0.110, 0.372, 0.389], [1.119, 0.581, 0.324], [-1.519, -2.060, 1.082], [0.741, 1.282, -0.399], [-0.550, -0.390, -0.890], [-0.231, 0.170, -0.113], [0.237, -0.128, 0.205], [0.162, -0.475, -0.383], [-0.071, 0.581, 0.885], [0.141, 0.005, 0.065], [-0.312, 0.534, -0.364], [0.117, -0.327, 0.222], [0.136, 0.152, -0.538]]
}

{
  "formula": "C25H51N4OPSV",
  "method": "ωB97M-V with the def2-TZVPD basis set",
  "charge": 3,
  "e_homo_ha": [-0.60944, -0.60944],
  "gap_ev": [5.983, 5.985],
  "fmax_ha_per_bohr": 0.039,
  "multiplicity": 3,
  "lumo_energy_ev": [-10.60, -10.60],
  "elements": ["C", "N", "C", "C", "C", "C", "V", "C", "N", "C", "C", "C", "P", "C", "C", "C", "C", "C", "C", "C", "C", "C", "C", "H", "H", "H", "H", "H", "H", "H", "H", "H", "H", "H", "H", "H", "H", "H", "H", "H", "H", "H", "H", "H", "H", "H", "H", "H", "H", "H", "H", "H", "H", "H", "H", "H", "H", "H", "C", "H", "H", "H", "O", "H", "C", "C", "N", "C", "S", "N", "C", "C", "H", "H", "H", "H", "H", "H", "H", "H", "H", "H", "H", "H"],
  "xyz": [[2.569520, -0.927534, -2.060600], [1.807175, -1.492681, -1.058364], [2.107555, -2.698619, -0.545220], [3.236614, -3.409840, -0.966810], [4.108385, -2.796179, -1.871863], [3.772488, -1.581462, -2.439015], [0.387772, -0.309609, -0.038804], [1.162541, -3.181325, 0.504605], [0.458043, -2.034036, 1.166766], [1.295635, -1.554240, 2.312855], [2.349613, -0.583136, 1.820521], [2.098958, 0.275904, -2.607722], [0.616841, 1.059539, -2.029652], [-0.491308, 1.002006, -3.555915], [0.021172, 1.951096, -4.643675], [1.239847, 2.822491, -1.656383], [0.049372, 3.785176, -1.519203], [2.036528, 2.831623, -0.343913], [2.222878, 3.306852, -2.739387], [-0.461712, -0.423187, -4.125706], [-1.938772, 1.359651, -3.186779], [-0.902132, -2.424784, 1.615943], [-1.758777, -2.809735, 0.428139], [3.413798, -4.396856, -0.543462], [5.049749, -3.286374, -2.118139], [4.407200, -1.085192, -3.166462], [2.641192, 0.698171, -3.457162], [2.400113, 3.853636, -0.154189], [1.429474, 2.533823, 0.522144], [2.917367, 2.180648, -0.395327], [2.598441, 4.300672, -2.453031], [3.088107, 2.639433, -2.811103], [1.781417, 3.409861, -3.733423], [0.422980, 4.770663, -1.196188], [-0.483763, 3.948624, -2.464259], [-0.669116, 3.439580, -0.762186], [-0.596317, 1.794224, -5.540212], [-0.073324, 3.010351, -4.375248], [1.056613, 1.726457, -4.927715], [0.551850, -0.719778, -4.414115], [-0.851392, -1.161216, -3.415086], [-1.093606, -0.449884, -5.023456], [-2.039292, 2.353995, -2.736156], [-2.537050, 1.347614, -4.110365], [-2.376639, 0.625482, -2.498074], [0.429517, -3.856146, 0.047905], [1.708912, -3.771743, 1.258227], [0.647125, -1.101065, 3.081900], [1.743501, -2.447422, 2.776528], [-1.334354, -1.544319, 2.124647], [-0.815975, -3.240025, 2.359552], [-2.779070, -3.030816, 0.762746], [-1.841857, -2.005336, -0.315473], [-1.380200, -3.710477, -0.067632], [2.701383, 0.033574, 2.655897], [3.220217, -1.139486, 1.448753], [2.017397, 0.136818, 1.019940], [-0.449739, -0.143656, -1.433227], [-5.562293, -2.955590, -1.581739], [-5.589517, -3.972510, -1.179131], [-5.862106, -2.980624, -2.639810], [-6.282673, -2.346000, -1.027894], [-4.258826, -2.434931, -1.345141], [-3.893059, -2.139614, -2.198708], [-2.502133, -1.291276, 4.850577], [-1.918610, 0.081424, 4.575571], [-2.155083, 0.552042, 3.198811], [-1.244601, 1.148013, 2.414331], [-1.416884, 0.980637, 0.681617], [-0.210037, 1.850902, 2.901711], [-0.188023, 2.606586, 4.175717], [1.058770, 2.214485, 4.946535], [-3.542831, -1.378072, 4.509956], [-2.509617, -1.429165, 5.940921], [-1.896791, -2.083117, 4.383350], [-2.377291, 0.807757, 5.257204], [-0.837994, 0.094037, 4.761218], [-2.953219, 0.159094, 2.696150], [0.423755, 2.217356, 2.188640], [-0.191202, 3.680273, 3.930039], [-1.106302, 2.383524, 4.726142], [1.972478, 2.466151, 4.389559], [1.083866, 2.756634, 5.897943], [1.067327, 1.130181, 5.140044]],
  "forces_ev_per_angstrom": [[0.259, -0.635, 0.361], [-0.115, -0.022, 0.116], [0.245, 0.762, -0.646], [-0.209, 0.234, 0.140], [-0.022, -0.465, 0.183], [-0.416, 0.608, -0.131], [-1.528, -0.299, 0.430], [0.041, -0.362, 0.360], [0.604, -0.538, -0.088], [-0.582, -0.168, 0.191], [0.818, -0.030, 0.448], [0.825, -0.593, -0.354], [0.885, 0.819, -1.607], [-0.477, 0.143, -0.089], [0.037, 0.193, -0.189], [-0.197, 0.738, 0.465], [-0.151, 0.146, -0.032], [0.062, -0.270, 0.154], [0.067, -0.121, -0.403], [0.172, -0.105, 0.216], [-0.079, 0.097, 0.128], [-0.306, -0.059, 0.214], [-0.309, -0.374, 0.212], [0.184, 0.235, -0.148], [-0.255, 0.119, -0.088], [0.014, -0.206, 0.067], [-0.207, -0.100, 0.285], [-0.156, -0.331, -0.070], [0.008, 0.064, -0.145], [-0.065, 0.050, 0.012], [-0.178, -0.286, 0.061], [-0.058, 0.273, 0.030], [0.130, 0.000, 0.330], [-0.060, -0.347, -0.091], [0.157, -0.103, 0.254], [0.133, 0.112, -0.181], [0.142, 0.005, 0.257], [0.019, -0.339, -0.090], [-0.215, 0.122, 0.000], [-0.171, -0.020, -0.065], [0.007, 0.005, -0.071], [0.128, -0.002, 0.254], [0.025, -0.190, -0.142], [0.136, -0.006, 0.303], [0.021, 0.063, -0.080], [0.226, 0.227, 0.080], [-0.240, 0.129, -0.190], [0.080, -0.063, -0.469], [0.065, 0.485, 0.054], [0.266, -0.506, -0.172], [-0.082, 0.241, -0.312], [0.214, 0.081, -0.203], [0.015, -0.034, 0.110], [-0.343, 0.206, 0.036], [-0.076, 0.027, -0.269], [-0.211, 0.422, -0.231], [0.557, -0.048, 0.599], [-0.024, -0.054, -0.013], [-0.732, -0.337, 0.279], [-0.124, 0.101, -0.167], [0.297, 0.062, 0.328], [0.002, -0.105, -0.159], [0.902, 0.546, -0.932], [-0.346, -0.247, 0.610], [0.006, -0.197, -0.094], [-0.256, 0.627, 0.707], [0.795, 0.014, -1.251], [0.071, 0.133, 1.246], [0.222, -0.196, -0.391], [-0.796, -0.092, -0.791], [0.185, -0.071, 0.167], [0.095, 0.032, 0.254], [0.238, 0.054, 0.062], [0.056, -0.128, -0.372], [-0.295, 0.172, 0.237], [0.113, -0.167, -0.044], [-0.221, 0.000, -0.101], [0.250, 0.126, 0.304], [-0.394, -0.200, 0.368], [-0.041, -0.385, 0.033], [0.281, 0.163, -0.150], [-0.238, 0.005, 0.129], [0.101, -0.199, -0.148], [0.016, 0.365, 0.091]]
}

What is the formula in the first record?
C6H28O8